Formula: C5H8NO
Source: the OMol25 dataset
Level of theory: ωB97M-V/def2-TZVPD

XYZ file:
```
15
C5H8NO | the OMol25 dataset | ωB97M-V/def2-TZVPD
C 2.423 -0.162 -0.588
C 2.180 0.986 -0.522
C -1.167 -0.956 -0.232
C -1.709 0.415 -0.722
C -0.284 0.948 0.849
N -0.303 -0.555 0.977
O -1.217 1.379 -0.064
H 2.874 -1.106 -0.903
H -1.874 -1.696 0.016
H -0.621 -1.446 -0.934
H 2.153 2.027 -0.654
H -2.414 0.472 -1.643
H -0.069 1.538 1.615
H -0.631 -0.943 1.879
H 0.659 -0.900 0.927
```

Computed properties:
Total charge: +1
DFT total energy (eV): -8838.617
Lowest unoccupied orbital energy (alpha / beta) (Eh): -0.16729 / -0.14049
HOMO level (alpha / beta) (eV): -12.16 / -12.83

Formula: C5H5NO3
Source: the OMol25 dataset
Level of theory: ωB97M-V/def2-TZVPD

XYZ file:
```
14
C5H5NO3 | the OMol25 dataset | ωB97M-V/def2-TZVPD
O 3.161 -0.694 0.408
C 2.167 -0.109 0.085
O 2.213 1.285 -0.240
C 0.855 -0.798 -0.194
C -0.404 -0.373 -0.061
C -1.620 -1.202 -0.088
N -2.655 -0.441 0.035
O -2.415 0.896 0.102
C -0.930 0.982 0.324
H 1.513 1.438 -0.969
H 1.136 -1.847 -0.427
H -1.802 -2.346 -0.001
H -0.596 1.315 1.342
H -0.623 1.895 -0.316
```

Computed properties:
SMILES: O=C(O)/C=C1/C=NOC1
DFT total energy (eV): -12895.539
Lowest unoccupied orbital energy (Eh): -0.02128
HOMO level (eV): -9.68

We obtain relative energy (zero: lowest compared OMol25 entry of this formula, charge and spin) values of 6.143 2.350 eV for the records listed above, in that order.